(1)
25 unconnected molecules or ions with the total composition C25H100O25 at a distorted geometry. Source: OMol25; level of theory: the ωB97M-V functional and the def2-TZVPD basis.

The geometry in XYZ format:
```
150
Properties=species:S:1:pos:R:3:mulliken_charge:R:1
C 1.693 0.310 3.292 0.539
O 1.045 0.551 4.474 -0.235
H 1.664 1.211 2.647 -0.120
H 2.753 0.255 3.407 -0.470
H 1.378 -0.622 2.742 0.142
H 1.203 -0.040 5.202 0.218
C -7.733 -2.592 -2.009 -0.483
O -7.445 -3.409 -3.111 -0.551
H -8.385 -1.825 -2.379 0.280
H -8.275 -3.089 -1.253 0.276
H -6.827 -2.246 -1.529 0.112
H -6.496 -3.605 -3.074 0.295
C 5.571 4.322 1.725 -0.848
O 4.439 3.725 1.026 -0.423
H 6.483 3.743 1.608 0.313
H 5.778 5.332 1.518 0.327
H 5.387 4.213 2.793 0.262
H 4.599 3.698 0.088 0.295
C 0.908 4.036 1.497 -0.267
O 1.919 3.381 2.322 -0.167
H 0.773 3.449 0.545 -0.144
H -0.055 3.971 2.095 0.154
H 1.157 5.054 1.285 0.335
H 2.706 3.472 1.785 0.201
C -4.127 0.112 -6.152 -0.808
O -2.848 0.208 -5.560 -0.389
H -4.183 -0.575 -6.953 0.314
H -4.805 -0.326 -5.376 0.244
H -4.457 1.080 -6.441 0.328
H -2.669 -0.682 -5.123 0.239
C 0.074 -1.505 -5.619 -0.540
O 0.870 -0.502 -4.890 -0.486
H -0.199 -2.361 -4.949 0.137
H -0.638 -1.070 -6.304 0.249
H 0.835 -2.002 -6.227 0.408
H 0.263 0.117 -4.432 0.015
C -0.759 2.279 -5.385 -0.176
O -2.038 2.611 -4.885 -0.424
H 0.012 2.054 -4.589 -0.142
H -0.720 1.346 -5.996 0.189
H -0.350 3.156 -5.995 0.312
H -2.464 1.730 -4.774 0.388
C -3.768 5.431 -3.809 -0.746
O -3.304 4.245 -3.125 -0.468
H -3.104 6.300 -3.692 0.253
H -3.909 5.294 -4.882 0.278
H -4.656 5.795 -3.343 0.287
H -2.628 3.876 -3.677 0.336
C -2.928 -2.611 2.980 -0.903
O -2.326 -1.656 2.198 -0.367
H -2.422 -2.861 3.904 0.199
H -3.978 -2.366 3.078 0.378
H -2.979 -3.513 2.435 0.319
H -2.587 -0.756 2.479 0.436
C 4.805 0.251 -0.344 -0.596
O 3.753 0.827 0.410 -0.065
H 5.517 -0.179 0.324 0.179
H 4.356 -0.538 -1.008 0.234
H 5.274 1.021 -0.938 0.219
H 4.095 1.660 0.744 0.147
C 0.709 4.306 -2.216 -0.588
O 1.657 3.251 -1.930 -0.277
H 0.631 5.061 -1.394 0.312
H 0.966 4.795 -3.156 0.279
H -0.272 3.799 -2.355 0.010
H 1.168 2.467 -2.207 0.073
C -3.766 0.493 -1.830 -0.221
O -2.822 1.582 -1.671 -0.352
H -3.617 -0.018 -2.797 0.036
H -3.621 -0.208 -1.022 -0.200
H -4.799 0.845 -1.696 0.489
H -3.231 2.247 -2.248 0.250
C 2.701 3.691 5.719 -0.509
O 1.544 4.124 5.090 -0.538
H 2.491 3.673 6.849 0.234
H 3.069 2.691 5.408 0.068
H 3.511 4.401 5.666 0.323
H 1.555 3.834 4.166 0.309
C -1.602 2.774 5.233 -0.748
O -1.060 2.198 4.042 -0.435
H -1.610 2.036 6.029 0.322
H -1.044 3.633 5.620 0.234
H -2.639 3.179 5.051 0.262
H -0.256 1.723 4.304 0.305
C -4.559 -4.803 -1.766 -0.915
O -4.357 -3.452 -2.210 -0.198
H -3.692 -5.403 -2.026 0.293
H -4.698 -4.865 -0.720 0.289
H -5.494 -5.211 -2.182 0.338
H -3.753 -2.978 -1.621 0.258
C 2.099 -4.211 1.784 -0.357
O 2.858 -3.630 2.823 -0.414
H 1.295 -3.554 1.436 0.055
H 2.774 -4.460 0.956 0.299
H 1.686 -5.184 2.156 0.277
H 3.339 -2.846 2.484 0.175
C -2.720 -3.297 -5.346 -0.846
O -2.804 -2.317 -4.326 -0.174
H -1.888 -3.018 -6.078 0.291
H -2.585 -4.351 -5.080 0.293
H -3.671 -3.266 -5.933 0.302
H -3.540 -2.628 -3.741 0.122
C 3.203 -0.360 7.475 -0.638
O 2.155 -0.762 6.556 -0.424
H 3.271 0.734 7.611 0.220
H 3.028 -0.777 8.460 0.283
H 4.156 -0.752 7.144 0.257
H 2.169 -1.729 6.389 0.274
C 4.871 4.480 -2.680 -0.718
O 4.519 3.392 -1.858 -0.527
H 5.009 4.174 -3.746 0.250
H 4.025 5.198 -2.674 0.250
H 5.818 5.013 -2.273 0.235
H 3.532 3.220 -1.829 0.503
C 0.503 -3.536 5.132 -0.565
O 1.875 -3.192 5.307 -0.583
H 0.192 -2.913 4.268 0.081
H 0.401 -4.653 4.799 0.261
H -0.057 -3.311 6.035 0.377
H 2.305 -3.621 4.587 0.352
C -1.447 -3.766 -0.328 -0.601
O -2.418 -2.754 -0.424 -0.066
H -0.592 -3.660 -0.973 0.302
H -1.049 -3.681 0.705 -0.084
H -1.905 -4.752 -0.348 0.286
H -2.327 -2.172 0.376 0.223
C 2.995 -6.236 -1.771 -0.590
O 3.548 -4.933 -1.582 -0.451
H 2.136 -6.335 -1.122 0.193
H 2.683 -6.378 -2.803 0.327
H 3.739 -7.029 -1.506 0.259
H 4.011 -4.759 -2.397 0.283
C 5.970 -2.090 3.544 -0.841
O 4.711 -1.562 3.180 -0.332
H 5.955 -3.148 3.817 0.261
H 6.706 -2.054 2.764 0.293
H 6.337 -1.604 4.435 0.347
H 4.569 -0.729 3.603 0.141
C -3.748 1.450 1.822 -0.428
O -2.930 0.718 2.715 -0.561
H -3.509 2.496 1.716 0.345
H -3.553 1.063 0.829 -0.059
H -4.820 1.371 2.018 0.317
H -2.289 1.253 3.254 0.474
C 0.471 0.223 -1.545 -0.126
O -0.214 1.123 -2.399 0.547
H 0.638 -0.699 -2.141 0.187
H 1.409 0.712 -1.257 -0.129
H -0.078 -0.041 -0.610 0.064
H -1.175 1.076 -2.323 -0.210
```

HOMO energy ... -0.3456 hartree
Calculated total energy ... -2893.07695 hartree
ΔE to the lowest compared entry with this formula, charge and spin ... 6.0 kcal per mole
E_LUMO ... 0.016 Eh


(2)
2 unconnected molecules or ions with the total composition CH6N2O at a distorted geometry. Source: OMol25; level of theory: the ωB97M-V functional and the def2-TZVPD basis.

The geometry in XYZ format:
```
10
Properties=species:S:1:pos:R:3:mulliken_charge:R:1
N 1.691 0.914 -1.423 -0.509
C 0.361 0.637 -1.139 0.085
N -0.002 -0.138 -0.197 -0.580
H 2.262 0.098 -1.268 0.270
H 1.781 1.237 -2.372 0.257
H -0.419 1.109 -1.749 0.256
H -1.010 -0.144 -0.117 0.230
H -1.110 -0.596 2.871 0.314
H -2.228 -1.584 2.523 0.312
O -1.326 -1.532 2.871 -0.634
```

HOMO energy ... -0.3585 hartree
Calculated total energy ... -226.43636 hartree
ΔE to the lowest compared entry with this formula, charge and spin ... 19.6 kcal per mole
SMILES ... [H]/N=C/N.O
E_LUMO ... 0.031 Eh


The lowest HOMO energy belongs to which entry? CH6N2O